1.
This record from OMol25 describes a molecular structure, C18H18AuBrN3O3S at a distorted geometry. The level of theory is ωB97M-V/def2-TZVPD.

Element x y z (Å)
Au (0.09875, -0.05276, 0.09027)
C (5.59384, -1.27374, 0.08199)
C (5.10883, 0.10596, 0.50368)
N (4.20906, 0.08068, 1.66971)
C (4.83356, 0.19261, 3.00999)
C (4.98365, -1.14829, 3.71083)
C (2.90387, -0.10103, 1.57307)
S (2.31230, -0.40420, -0.05878)
N (2.20545, -0.08138, 2.71267)
C (0.93450, -0.35688, 2.88618)
O (0.05072, -0.74130, 2.02446)
C (0.41100, -0.26035, 4.26928)
C (1.29463, -0.17968, 5.34448)
C (0.80565, -0.13687, 6.63859)
C (-0.56400, -0.17286, 6.86373)
C (-1.44897, -0.23208, 5.79457)
C (-0.96434, -0.28136, 4.49935)
H (6.20976, -1.17929, -0.81205)
H (4.76213, -1.93948, -0.15139)
H (6.19810, -1.73848, 0.86012)
H (4.59115, 0.60390, -0.31522)
H (5.95118, 0.73622, 0.77927)
H (4.22295, 0.86819, 3.60247)
H (5.80399, 0.65727, 2.85241)
H (4.01110, -1.60795, 3.88298)
H (5.47010, -0.99906, 4.67521)
H (5.59555, -1.83832, 3.13036)
H (2.35859, -0.15264, 5.15641)
H (1.49194, -0.07322, 7.47253)
H (-0.94339, -0.15940, 7.87714)
H (-2.51586, -0.24201, 5.97339)
H (-1.64636, -0.32705, 3.66163)
Br (-2.31887, -2.41542, 0.64281)
C (-2.88105, -0.66089, 0.31557)
C (-4.21643, -0.30555, 0.35850)
C (-4.55931, 1.01147, 0.08623)
C (-3.57854, 1.93666, -0.23889)
C (-2.27144, 1.51122, -0.26418)
N (-1.94302, 0.24266, 0.02399)
C (-1.11153, 2.38163, -0.65990)
O (-1.23417, 3.55766, -0.84047)
O (0.05336, 1.74378, -0.82054)
H (-4.96213, -1.04978, 0.59411)
H (-5.59946, 1.30777, 0.11676)
H (-3.79399, 2.96661, -0.48661)

Computed properties:
- orbital gap (eV) = 6.717
- DFT total energy (eV) = -114134.333
- E_LUMO (eV) = -5.417
- total charge = +1

=====

2.
This record from OMol25 describes a single C4H5N3 molecule at a distorted geometry. The level of theory is ωB97M-V/def2-TZVPD.

Element x y z (Å)
C (-0.90027, -0.94361, 0.69201)
C (2.15646, 0.31354, 1.17377)
C (-0.54512, 0.10110, -0.22909)
C (-1.51530, 0.08250, -1.37054)
N (-1.25054, -1.71882, 1.45794)
N (1.29339, 1.07505, 0.68883)
N (0.41172, 0.93893, -0.28257)
H (2.68506, 0.79187, 2.10374)
H (2.56248, -0.66166, 0.83406)
H (-1.04224, 0.75447, -2.02791)
H (-2.53894, 0.12242, -1.14676)
H (-1.31670, -0.85579, -1.89347)

Computed properties:
- 2S+1 = 3
- orbital gap (spin up / spin down) (eV) = 6.860 / 7.474
- DFT total energy (eV) = -8692.855
- expectation value of S² = 2.01
- E_LUMO (spin up / spin down) (eV) = 0.480 / -3.119

=====

3.
This record from OMol25 describes 6 unconnected molecules or ions with the total composition C4H20N8O6 at a distorted geometry. The level of theory is ωB97M-V/def2-TZVPD.

Element x y z (Å)
N (23.18964, 20.88599, -19.58169)
C (22.48200, 19.87614, -19.05489)
N (21.17392, 20.14392, -18.85946)
O (23.01077, 18.81604, -18.69708)
H (24.13053, 20.79621, -19.92238)
H (22.69924, 21.61916, -20.06698)
H (20.75958, 20.99203, -19.19767)
H (20.58242, 19.56686, -18.28412)
N (16.33598, 19.28745, -17.38460)
C (17.02484, 18.12160, -17.62520)
N (18.03306, 18.31657, -18.55254)
O (16.88878, 17.09936, -16.97769)
H (16.48908, 20.04531, -18.01947)
H (15.38335, 19.09766, -17.10233)
H (18.10204, 19.17319, -19.06029)
H (18.75844, 17.61702, -18.65840)
N (19.57321, 13.62232, -19.31552)
C (19.21066, 14.71668, -18.59244)
N (18.19924, 14.47534, -17.73084)
O (19.76747, 15.82220, -18.62440)
H (19.04999, 12.78426, -19.47277)
H (20.33988, 13.75076, -19.95740)
H (17.72873, 13.59147, -17.72296)
H (17.72040, 15.33508, -17.48382)
N (21.09664, 18.49234, -12.53171)
C (22.16517, 19.06438, -13.20429)
N (22.25212, 18.55576, -14.45800)
O (22.97124, 19.90518, -12.82833)
H (20.42759, 17.86662, -12.93494)
H (20.84512, 18.86612, -11.63342)
H (22.86146, 18.92110, -15.16455)
H (21.55548, 17.89599, -14.75114)
O (21.40836, 15.20516, -15.30975)
H (21.30631, 16.04204, -15.80566)
H (22.32840, 15.20173, -15.03003)
O (21.35622, 17.28268, -17.10944)
H (22.06337, 17.64899, -17.67813)
H (20.96854, 16.54341, -17.63405)

Computed properties:
- orbital gap (eV) = 9.440
- DFT total energy (eV) = -28682.803
- E_LUMO (eV) = 0.252

=====

4.
This record from OMol25 describes 3 unconnected molecules or ions with the total composition C4H13NO2 at a distorted geometry. The level of theory is ωB97M-V/def2-TZVPD.

Element x y z (Å)
C (1.04522, -0.44636, -0.56658)
C (0.76664, 0.13370, 0.58435)
C (1.70619, 0.94814, 1.34417)
N (-0.48146, 0.04756, 1.15986)
C (-0.61004, -0.03708, 2.55213)
H (1.80973, -0.08942, -1.25077)
H (0.48323, -1.18314, -1.07011)
H (1.40870, 1.86713, 1.90211)
H (2.14966, 0.43654, 2.20293)
H (2.50655, 1.24046, 0.67889)
H (-1.14055, -0.45566, 0.66576)
H (-1.67220, -0.25621, 2.81622)
H (-0.36362, -0.83351, 3.39173)
H (-0.61428, 1.16771, 2.88092)
O (-0.42171, -1.99732, -3.47287)
H (-1.23267, -1.50189, -3.52274)
H (-0.92952, -2.84239, -3.35374)
O (-1.21811, 1.61593, -2.41208)
H (-2.05546, 1.28012, -2.77991)
H (-1.13632, 0.90570, -1.75029)

Computed properties:
- orbital gap (eV) = 8.420
- DFT total energy (eV) = -9941.120
- E_LUMO (eV) = 0.350

=====

5.
This record from OMol25 describes 8 unconnected molecules or ions with the total composition C44H64N12O3P at a distorted geometry. The level of theory is ωB97M-V/def2-TZVPD.

Element x y z (Å)
C (3.75419, -2.90417, 3.27936)
C (2.75015, -2.93337, 1.98312)
N (3.50098, -2.68992, 0.66005)
C (2.94760, -1.37049, 0.09644)
C (3.52858, -0.04436, 0.86579)
C (3.88987, 0.83677, -0.50977)
C (3.87826, 2.44722, -0.32229)
C (5.37470, 3.18895, -0.18890)
C (5.21805, 4.83344, 0.02630)
C (3.81949, 5.65735, 0.10110)
N (2.52464, 4.92851, 0.01821)
C (2.60675, 3.45487, -0.17463)
N (3.37831, 0.17191, -1.80572)
C (1.92570, 0.57775, -1.89353)
O (1.64567, 1.76925, -2.70964)
C (0.18049, 2.03678, -2.77056)
C (-0.37398, 2.19628, -4.31513)
P (4.46135, 0.47183, -3.23029)
N (3.62618, 0.52709, -4.65380)
O (5.32648, 1.97926, -3.15234)
O (5.61937, -0.85338, -3.47633)
C (3.62660, -1.30678, -1.43423)
C (2.84162, -2.50952, -2.16718)
C (2.45022, -2.33353, -3.73352)
N (2.72644, -3.24839, -4.75745)
H (4.11570, -3.98819, 3.54770)
H (3.11079, -2.49464, 4.19226)
H (4.71104, -2.25966, 3.06586)
H (1.92202, -2.11637, 2.17215)
H (2.21106, -3.97029, 1.89816)
H (4.52341, -2.57268, 0.89517)
H (1.77681, -1.36977, 0.12742)
H (4.60059, -0.35730, 1.27409)
H (2.80071, 0.43117, 1.64886)
H (5.05123, 0.57590, -0.60441)
H (6.39367, 2.61660, -0.23425)
H (6.22282, 5.45338, 0.13419)
H (3.80172, 6.84407, 0.22368)
H (1.54432, 2.90819, -0.23275)
H (1.20795, -0.27421, -2.32341)
H (1.47454, 0.81195, -0.81289)
H (-0.44985, 1.19742, -2.24765)
H (0.00208, 3.03016, -2.15110)
H (-0.10784, 3.26813, -4.74391)
H (0.14069, 1.40113, -5.00659)
H (-1.55762, 2.10937, -4.37537)
H (3.82276, 1.48260, -5.07858)
H (6.24481, 1.73735, -2.77683)
H (6.51746, -0.51279, -3.14128)
H (4.74690, -1.60368, -1.14624)
H (3.48352, -3.51122, -2.06991)
H (1.83592, -2.73662, -1.57254)
H (1.85074, -1.36827, -4.09515)
H (3.22251, -4.02471, -4.24773)
N (-3.14048, -0.57515, -2.41206)
C (-4.15483, -0.76988, -3.31301)
C (-5.21103, 0.03337, -2.94500)
C (-4.81762, 0.74188, -1.78462)
C (-3.53371, 0.34904, -1.47935)
H (-2.24204, -1.03992, -2.43273)
H (-4.03914, -1.46267, -4.13573)
H (-6.16167, 0.10254, -3.45765)
H (-5.40714, 1.46170, -1.23163)
H (-2.86853, 0.64626, -0.67962)
N (2.04688, -0.20398, 5.74674)
C (0.81563, -0.60042, 6.19993)
C (0.83596, -0.56169, 7.57627)
C (2.12294, -0.12070, 7.96672)
C (2.84907, 0.09561, 6.81699)
H (2.32046, -0.14136, 4.77469)
H (0.03303, -0.87693, 5.50618)
H (0.01241, -0.82171, 8.22856)
H (2.48123, 0.02417, 8.97771)
H (3.86565, 0.43489, 6.66927)
N (-0.20982, -4.06853, -0.15623)
C (-1.16658, -3.76951, 0.77851)
C (-2.29250, -4.50631, 0.48585)
C (-2.00253, -5.28139, -0.66237)
C (-0.70887, -4.99359, -1.03595)
H (0.71937, -3.66974, -0.19092)
H (-0.96541, -3.05878, 1.56882)
H (-3.22184, -4.48846, 1.04023)
H (-2.66575, -5.97531, -1.16246)
H (-0.10281, -5.36591, -1.85107)
N (-7.87014, 3.08470, -1.38503)
C (-7.87217, 2.88507, -0.02905)
C (-8.69798, 3.82932, 0.53895)
C (-9.21688, 4.62264, -0.51207)
C (-8.69151, 4.13895, -1.68934)
H (-7.34545, 2.53892, -2.05619)
H (-7.28615, 2.09134, 0.41456)
H (-8.90529, 3.93457, 1.59596)
H (-9.90073, 5.45653, -0.42012)
H (-8.83044, 4.45472, -2.71469)
N (4.30783, 3.33786, 2.75695)
C (3.07658, 2.94141, 3.21015)
C (3.09691, 2.98014, 4.58648)
C (4.38388, 3.42114, 4.97693)
C (5.11002, 3.63744, 3.82720)
H (4.58140, 3.40048, 1.78491)
H (2.29398, 2.66491, 2.51639)
H (2.27336, 2.72012, 5.23878)
H (4.74218, 3.56601, 5.98793)
H (6.12660, 3.97673, 3.67948)
N (-4.61154, 5.54051, -2.02271)
C (-3.80288, 6.30812, -1.22559)
C (-4.22740, 6.16334, 0.07634)
C (-5.32712, 5.27242, 0.06466)
C (-5.54075, 4.90114, -1.24394)
H (-4.53417, 5.45799, -3.02811)
H (-2.99777, 6.89132, -1.65207)
H (-3.79132, 6.64621, 0.94121)
H (-5.90098, 4.93721, 0.91894)
H (-6.27333, 4.23950, -1.68658)
N (-2.74887, -8.86763, -0.52872)
C (-3.70564, -8.56862, 0.40602)
C (-4.83155, -9.30541, 0.11336)
C (-4.54158, -10.08049, -1.03486)
C (-3.24793, -9.79269, -1.40844)
H (-1.81968, -8.46884, -0.56341)
H (-3.50447, -7.85788, 1.19633)
H (-5.76089, -9.28756, 0.66774)
H (-5.20480, -10.77442, -1.53495)
H (-2.64186, -10.16501, -2.22356)

Computed properties:
- orbital gap (eV) = 4.973
- DFT total energy (eV) = -79954.725
- E_LUMO (eV) = -4.235
- total charge = +1